ORCA calculation (ωB97M-V/def2-TZVPD) on C4H5BrN2S in the gas phase in a non-equilibrium geometry.

Computed properties:
HOMO-LUMO gap (alpha / beta), eV: 7.46 / 7.46
E_HOMO (alpha / beta), eV: -7.351 / -7.351
Strongest force on any atom, eV/Å: 3.60
Calculated total energy, eV: -88082.97694
ΔE to the lowest compared entry with this formula, charge and spin, kcal/mol: 0.00

Each line ends with the natural charge from an NBO analysis.
Cartesian coordinates (Å):
C (-0.5461, -0.4079, -1.5481)  -0.46
C (-0.1809, 0.4648, -0.5390)  0.02
C (0.4860, -0.0579, 0.5683)  0.24
C (0.0818, -2.1606, 0.2270)  -0.53
N (-0.2698, 1.8414, -0.7330)  -0.80
N (0.5446, 0.3994, 1.7983)  -0.77
S (-0.1434, -2.0624, -1.4624)  0.50
Br (1.3443, -3.4099, 0.8514)  0.05
H (-1.0465, -0.0868, -2.4446)  0.23
H (-0.3487, 2.3970, 0.1038)  0.37
H (-0.8908, 2.1288, -1.4710)  0.38
H (1.1087, -0.0937, 2.4711)  0.40
H (-0.1392, 1.0478, 2.1783)  0.37



ORCA calculation (ωB97M-V/def2-TZVPD) on 9 unconnected molecules or ions with the total composition C19H36B3ClNO39PS8 in a non-equilibrium geometry.

Computed properties:
SMILES: N#COB1OB(CC(=O)Cl)OB(P(O)O)O1.O=S1(=O)OCCO1.O=S1(=O)OCCO1.O=S1(=O)OCCO1.O=S1(=O)OCCO1.O=S1(=O)OCCO1.O=S1(=O)OCCO1.O=S1(=O)OCCO1.O=S1(=O)OCCO1
HOMO-LUMO gap, eV: 8.69
E_HOMO, eV: -8.709
Strongest force on any atom, eV/Å: 1.34
Calculated total energy, eV: -212152.96224
ΔE to the lowest compared entry with this formula, charge and spin, kcal/mol: 0.00

Each line ends with the Löwdin charge.
Cartesian coordinates (Å):
N (2.6361, -2.5425, 0.6637)  0.21
C (1.9481, -2.9868, -0.1380)  -0.34
O (1.1933, -3.5065, -1.0290)  0.25
B (0.2083, -2.6852, -1.6213)  -0.64
O (-1.1081, -3.0306, -1.5181)  0.35
B (-1.9448, -1.9223, -1.4436)  -0.54
C (-3.0391, -1.7762, -0.3244)  -0.02
C (-4.3830, -2.3340, -0.6906)  -0.78
O (-5.0102, -3.1485, -0.1074)  0.09
Cl (-5.0308, -1.6178, -2.1961)  0.68
O (-1.6655, -0.9093, -2.3534)  0.26
B (-0.3387, -0.5215, -2.2343)  -0.52
P (0.1909, 1.3374, -1.8771)  0.90
O (-1.3329, 1.9505, -1.7118)  -0.30
O (0.5443, 1.1119, -0.2799)  -0.30
O (0.6016, -1.5600, -2.3067)  0.30
H (-2.7180, -2.2924, 0.5819)  0.12
H (-3.1504, -0.7127, -0.0932)  0.14
H (-1.4709, 2.6964, -2.3103)  0.01
H (-0.0116, 1.6931, 0.2520)  0.06
O (-4.2677, 5.7938, -1.5657)  -0.22
S (-3.6799, 5.0987, -2.6553)  0.59
O (-2.2782, 4.8770, -2.7123)  -0.22
O (-4.1868, 5.7599, -4.0059)  -0.18
C (-4.8151, 4.7777, -4.8514)  -0.14
C (-5.4001, 3.7769, -3.8742)  -0.14
O (-4.3986, 3.6889, -2.8428)  -0.19
H (-4.0513, 4.3276, -5.4864)  0.14
H (-5.5654, 5.2661, -5.4657)  0.14
H (-5.5553, 2.7918, -4.3030)  0.14
H (-6.3325, 4.1368, -3.4361)  0.12
O (8.5809, -2.7529, -2.6128)  -0.23
S (7.6673, -3.6950, -2.0660)  0.59
O (7.7082, -5.0500, -2.4810)  -0.21
O (6.2019, -3.1130, -2.1987)  -0.18
C (5.5531, -3.0501, -0.9113)  -0.15
C (6.6954, -2.8331, 0.0571)  -0.14
O (7.7529, -3.6626, -0.4730)  -0.21
H (5.0415, -3.9957, -0.7315)  0.13
H (4.8343, -2.2375, -0.9031)  0.12
H (6.4627, -3.1481, 1.0696)  0.14
H (7.0309, -1.7944, 0.0589)  0.14
O (7.0675, 1.3856, -1.6736)  -0.23
S (8.3714, 1.9507, -1.6905)  0.58
O (8.5938, 3.2551, -1.1790)  -0.22
O (8.9434, 1.8388, -3.1748)  -0.19
C (10.1953, 1.1301, -3.1837)  -0.15
C (10.0797, 0.1775, -2.0135)  -0.15
O (9.4041, 0.9580, -1.0064)  -0.19
H (11.0050, 1.8488, -3.0473)  0.13
H (10.3110, 0.6207, -4.1360)  0.14
H (11.0378, -0.1534, -1.6236)  0.12
H (9.4636, -0.6854, -2.2556)  0.10
O (12.5845, -0.7087, 3.0437)  -0.21
S (12.0397, -1.2365, 1.8472)  0.59
O (12.1169, -0.5139, 0.6284)  -0.22
O (10.5231, -1.6438, 2.1168)  -0.19
C (10.2998, -3.0234, 1.7893)  -0.16
C (11.6372, -3.6826, 2.0619)  -0.15
O (12.5902, -2.7119, 1.5941)  -0.19
H (10.0161, -3.0968, 0.7389)  0.12
H (9.4983, -3.4105, 2.4128)  0.14
H (11.7760, -4.6106, 1.5156)  0.14
H (11.7993, -3.8524, 3.1274)  0.13
O (-9.7807, 4.4936, -2.5312)  -0.23
S (-9.7291, 4.8253, -1.1493)  0.58
O (-10.8811, 4.7124, -0.3334)  -0.21
O (-9.1140, 6.2939, -1.0397)  -0.21
C (-7.9421, 6.2979, -0.2013)  -0.13
C (-7.3708, 4.9088, -0.3875)  -0.15
O (-8.5288, 4.0575, -0.4479)  -0.18
H (-8.2494, 6.4799, 0.8290)  0.14
H (-7.2629, 7.0812, -0.5260)  0.14
H (-6.7318, 4.5982, 0.4330)  0.14
H (-6.8236, 4.8238, -1.3256)  0.10
O (-1.2472, -5.2451, 0.7149)  -0.20
S (-0.5957, -4.5016, 1.7318)  0.58
O (-0.3817, -3.1026, 1.5673)  -0.21
O (0.7698, -5.2261, 2.0890)  -0.18
C (0.8330, -5.5224, 3.4976)  -0.14
C (-0.6155, -5.7179, 3.8962)  -0.15
O (-1.3126, -4.7103, 3.1282)  -0.18
H (1.2854, -4.6736, 4.0114)  0.14
H (1.4391, -6.4103, 3.6486)  0.14
H (-0.7940, -5.5522, 4.9511)  0.11
H (-0.9895, -6.6989, 3.6019)  0.14
O (-0.3336, -7.0552, 6.5053)  -0.24
S (-1.1585, -8.0241, 7.1437)  0.59
O (-1.0990, -9.3805, 6.7430)  -0.20
O (-2.6552, -7.4875, 7.0961)  -0.19
C (-3.2143, -7.4181, 8.4195)  -0.15
C (-2.0124, -7.1418, 9.3019)  -0.15
O (-0.9729, -7.9468, 8.7185)  -0.18
H (-3.6805, -8.3760, 8.6522)  0.14
H (-3.9583, -6.6279, 8.4495)  0.14
H (-2.1571, -7.4445, 10.3343)  0.14
H (-1.7100, -6.0944, 9.2612)  0.14
O (-9.1855, 11.7808, -2.7372)  -0.22
S (-9.5579, 10.9939, -3.8572)  0.59
O (-9.3895, 11.4829, -5.1771)  -0.22
O (-11.0583, 10.4985, -3.6402)  -0.19
C (-11.1382, 9.0664, -3.7019)  -0.15
C (-9.7848, 8.6059, -3.1999)  -0.16
O (-8.8704, 9.5569, -3.7681)  -0.19
H (-11.3094, 8.7688, -4.7375)  0.14
H (-11.9616, 8.7254, -3.0811)  0.14
H (-9.5214, 7.6066, -3.5338)  0.13
H (-9.7185, 8.6580, -2.1130)  0.13



ORCA calculation (ωB97M-V/def2-TZVPD) on a molecular structure, CH16Na4O11 in a non-equilibrium geometry.

Computed properties:
HOMO-LUMO gap (alpha / beta), eV: 5.94 / 3.79
E_HOMO (alpha / beta), eV: -19.121 / -19.091
Strongest force on any atom, eV/Å: 5.88
2S+1: 2
Calculated total energy, eV: -41455.88038
Net charge: +3
ΔE to the lowest compared entry with this formula, charge and spin, kcal/mol: 31.21

Each line ends with the Mulliken spin population.
Cartesian coordinates (Å):
Na (-1.3227, -2.9144, 2.1578)  0.00
Na (0.0379, -0.1396, 2.7009)  0.00
Na (2.1411, -2.8852, 1.1283)  0.00
Na (3.2387, -0.9776, -2.6993)  0.00
C (0.4743, -0.3413, -0.0780)  -0.05
O (0.1599, 0.7604, 0.2958)  0.34
O (-0.1454, -1.2883, 0.3697)  0.21
O (1.4974, -0.5789, -0.7802)  0.28
O (3.0128, 0.0261, 1.6567)  0.00
H (2.5839, -0.0128, 0.8018)  -0.01
H (3.7072, -0.6309, 1.6069)  0.00
O (-2.4970, 2.7900, 2.1950)  0.00
H (-1.6391, 2.4504, 1.9403)  0.00
H (-3.0914, 2.0480, 2.0839)  0.00
O (0.2669, -3.4188, -1.6111)  0.00
H (0.3242, -2.4808, -1.4291)  0.00
H (0.2595, -3.8309, -0.7472)  0.00
O (1.4882, 0.9956, -3.0979)  0.00
H (1.0107, 0.5492, -3.7971)  0.00
H (1.2880, 0.4903, -2.3100)  -0.01
O (-2.2764, -2.0646, -1.1201)  0.00
H (-1.5116, -1.7943, -0.6118)  0.00
H (-2.9911, -2.0891, -0.4838)  0.00
O (-2.6706, 0.1946, 0.7631)  0.00
H (-2.6679, -0.2051, 1.6329)  0.00
H (-1.7626, 0.4607, 0.6184)  0.00
O (-1.0812, 2.4634, -1.3961)  0.22
H (-0.4412, 1.9380, -0.9158)  -0.01
H (-1.2913, 1.9385, -2.1684)  0.00
O (1.6596, 2.9607, 0.9956)  0.02
H (1.0959, 3.3453, 1.6668)  0.00
H (1.1433, 2.2414, 0.6319)  -0.01



ORCA calculation (ωB97M-V/def2-TZVPD) on a molecular structure, C62H64N12O2Zn in a non-equilibrium geometry.

Computed properties:
HOMO-LUMO gap, eV: 7.76
E_HOMO, eV: -7.552
Strongest force on any atom, eV/Å: 3.11
Calculated total energy, eV: -135723.53578
ΔE to the lowest compared entry with this formula, charge and spin, kcal/mol: 0.00

Each line ends with the Löwdin charge.
Cartesian coordinates (Å):
Zn (-23.0390, -2.2249, 12.9586)  0.60
O (-21.6431, -1.6519, 11.5895)  -0.35
C (-22.3553, -1.5519, 10.3752)  -0.37
C (-23.4254, -2.6511, 10.1820)  -0.32
O (-24.1778, -2.8626, 11.3734)  -0.38
H (-21.7141, -1.6863, 9.4459)  0.11
H (-22.7898, -0.5395, 10.2734)  0.06
H (-22.9239, -3.6506, 9.8856)  0.10
H (-24.0934, -2.4223, 9.3614)  0.08
N (-28.6856, -0.6909, 11.2298)  0.06
C (-28.9621, -0.5087, 9.9460)  -0.18
C (-28.2032, -0.9692, 8.8756)  -0.07
C (-27.0940, -1.7884, 9.1676)  -0.05
C (-26.8373, -2.0305, 10.5418)  -0.06
C (-27.6965, -1.5167, 11.4916)  -0.18
H (-29.8715, 0.0614, 9.7485)  0.10
H (-28.4526, -0.6283, 7.9016)  0.09
H (-26.5590, -2.3493, 8.4285)  0.10
H (-26.0822, -2.7421, 10.9096)  0.08
H (-27.5602, -1.7496, 12.5229)  0.08
N (-21.6180, -1.4463, 14.6416)  0.05
C (-21.9096, -0.4528, 15.5177)  -0.14
C (-20.9527, 0.0522, 16.3221)  -0.09
C (-19.6418, -0.4251, 16.2352)  -0.06
C (-19.3357, -1.3580, 15.2750)  -0.03
C (-20.3709, -1.7998, 14.4522)  -0.13
H (-23.0219, -0.1675, 15.5095)  0.13
H (-21.1377, 0.9351, 16.9274)  0.11
H (-18.8520, -0.0165, 16.8919)  0.12
H (-18.3230, -1.7003, 15.1042)  0.10
H (-20.2693, -2.4729, 13.6047)  0.10
N (-24.4125, -8.7142, 9.6641)  0.06
C (-24.5863, -7.3891, 9.7622)  -0.18
C (-24.4236, -6.6517, 10.9070)  -0.06
C (-24.2143, -7.3394, 12.1017)  -0.09
C (-24.1144, -8.7087, 12.0821)  -0.07
C (-24.1543, -9.3661, 10.8124)  -0.13
H (-24.6720, -6.7700, 8.8597)  0.10
H (-24.4613, -5.5530, 10.9331)  0.10
H (-24.1098, -6.8168, 13.0472)  0.10
H (-24.0852, -9.3545, 12.9548)  0.10
H (-23.9987, -10.4299, 10.8438)  0.09
N (-21.9751, -4.0817, 13.5914)  0.02
C (-21.3326, -4.8564, 12.6792)  -0.09
C (-20.7424, -6.0509, 13.0819)  -0.06
C (-20.7748, -6.5216, 14.3873)  -0.06
C (-21.4078, -5.6754, 15.2603)  -0.08
C (-21.9967, -4.5108, 14.8515)  -0.16
H (-21.2879, -4.4050, 11.6996)  0.08
H (-20.1749, -6.5866, 12.2785)  0.11
H (-20.3758, -7.4597, 14.7203)  0.11
H (-21.5090, -5.9453, 16.3101)  0.11
H (-22.5806, -3.9856, 15.5945)  0.08
N (-24.5190, 1.7467, 7.5192)  0.08
C (-25.3005, 2.8030, 7.8340)  -0.16
C (-26.1143, 2.8657, 8.9557)  -0.08
C (-26.1071, 1.8602, 9.8871)  -0.08
C (-25.1949, 0.8422, 9.7223)  -0.06
C (-24.5404, 0.8082, 8.4815)  -0.16
H (-25.3938, 3.6170, 7.1520)  0.09
H (-26.7620, 3.7232, 8.9750)  0.10
H (-26.7424, 1.8675, 10.7880)  0.11
H (-25.0489, 0.0942, 10.4808)  0.09
H (-23.9291, -0.0252, 8.2779)  0.08
N (-20.4505, 2.3909, 11.3897)  0.06
C (-20.8128, 1.4392, 10.5103)  -0.14
C (-21.4431, 1.8366, 9.3508)  -0.06
C (-21.7399, 3.2012, 9.1116)  -0.07
C (-21.3746, 4.1389, 10.0554)  -0.09
C (-20.6805, 3.6583, 11.1402)  -0.21
H (-20.5907, 0.4051, 10.7138)  0.07
H (-21.8560, 1.1754, 8.5345)  0.11
H (-22.2426, 3.4130, 8.1709)  0.10
H (-21.4018, 5.2457, 9.8332)  0.12
H (-20.2788, 4.3742, 11.8960)  0.12
N (-19.7145, -6.4128, 6.5258)  0.06
C (-20.1232, -5.1310, 6.5792)  -0.14
C (-21.2381, -4.6958, 7.3491)  -0.07
C (-22.0455, -5.6811, 7.8223)  -0.11
C (-21.7471, -7.0219, 7.6849)  -0.06
C (-20.5513, -7.3080, 7.0393)  -0.18
H (-19.4925, -4.4068, 6.0742)  0.10
H (-21.5056, -3.6541, 7.3213)  0.10
H (-22.9287, -5.3706, 8.3244)  0.07
H (-22.2723, -7.8602, 8.2046)  0.10
H (-20.3086, -8.3794, 7.0117)  0.10
N (-19.2711, -5.0654, 10.3986)  0.07
C (-19.2948, -3.7749, 10.0465)  -0.15
C (-18.4560, -3.2510, 9.0563)  -0.06
C (-17.5221, -4.1016, 8.4717)  -0.09
C (-17.4903, -5.4151, 8.8579)  -0.09
C (-18.4028, -5.8639, 9.7744)  -0.15
H (-19.9822, -3.1610, 10.6283)  0.08
H (-18.5073, -2.1540, 8.9384)  0.11
H (-16.7519, -3.7277, 7.8255)  0.10
H (-16.7162, -6.0741, 8.4888)  0.11
H (-18.3780, -6.8790, 10.0836)  0.10
N (-24.5704, -3.1068, 14.2675)  0.03
C (-25.4998, -3.8702, 13.7188)  -0.13
C (-26.7206, -4.0586, 14.2784)  -0.03
C (-26.9864, -3.4171, 15.5296)  -0.04
C (-25.9846, -2.6986, 16.1004)  -0.09
C (-24.8065, -2.5409, 15.3923)  -0.20
H (-25.2473, -4.3584, 12.7827)  0.09
H (-27.3575, -4.8095, 13.8324)  0.11
H (-27.9701, -3.5262, 16.0450)  0.12
H (-26.1695, -2.1195, 16.9748)  0.11
H (-23.9398, -1.9789, 15.7660)  0.08
N (-15.9286, 0.9818, 12.6538)  0.07
C (-15.3657, -0.1950, 13.0317)  -0.16
C (-15.8986, -1.4548, 12.8343)  -0.07
C (-17.1794, -1.5514, 12.2643)  -0.09
C (-17.8275, -0.3885, 11.9445)  -0.08
C (-17.1938, 0.8407, 12.1718)  -0.13
H (-14.3636, -0.1676, 13.3117)  0.08
H (-15.3447, -2.3775, 13.0228)  0.10
H (-17.7640, -2.4406, 12.0939)  0.09
H (-18.8139, -0.3952, 11.5240)  0.08
H (-17.7251, 1.7317, 11.8258)  0.09
N (-23.1600, -3.0941, 17.9864)  0.08
C (-22.3225, -2.4054, 18.7768)  -0.14
C (-22.5792, -2.0890, 20.0622)  -0.09
C (-23.7432, -2.5545, 20.6180)  -0.08
C (-24.6082, -3.3861, 19.8941)  -0.06
C (-24.2108, -3.6308, 18.6167)  -0.18
H (-21.5062, -2.0683, 18.1639)  0.09
H (-21.8595, -1.5210, 20.6896)  0.12
H (-23.8286, -2.3915, 21.7305)  0.13
H (-25.4640, -3.9232, 20.3610)  0.12
H (-24.8251, -4.3243, 18.0907)  0.10
N (-24.0672, -0.2087, 13.3028)  0.05
C (-25.3638, 0.1094, 13.5451)  -0.12
C (-25.8604, 1.3775, 13.4834)  -0.06
C (-24.9812, 2.3882, 13.0549)  -0.04
C (-23.6774, 2.0107, 12.6907)  -0.03
C (-23.2731, 0.7087, 12.7867)  -0.16
H (-25.9803, -0.6668, 14.0390)  0.11
H (-26.8776, 1.5614, 13.7795)  0.11
H (-25.3660, 3.3917, 13.0260)  0.11
H (-22.9284, 2.7635, 12.3697)  0.10
H (-22.3201, 0.3541, 12.4594)  0.08



strongest force on any atom of number 3 (CH16Na4O11)?
5.88 eV/Å



Among the records above, which one has the highest strongest force on any atom?
CH16Na4O11